Entry 1:
C20H30AsCaF9O14 | ωB97M-V/def2-TZVPD

Last column: Mulliken charge in e.
Element x y z (Å)
1 Ca 13.987 16.436 -27.723  2.72
2 As 17.865 15.991 -27.989  2.16
3 F 18.042 17.691 -28.154  -0.49
4 F 17.697 15.824 -29.687  -0.49
5 F 17.593 14.295 -27.806  -0.46
6 F 17.941 16.140 -26.268  -0.48
7 F 16.091 16.191 -27.866  -1.16
8 F 19.552 15.772 -28.121  -0.51
9 C 13.136 19.300 -27.808  0.20
10 O 13.759 18.750 -26.620  -0.05
11 O 13.195 18.341 -28.694  -0.94
12 C 11.710 19.812 -27.508  0.77
13 F 11.697 21.067 -27.019  -0.31
14 F 10.966 19.832 -28.624  -0.28
15 F 11.054 19.029 -26.622  -0.27
16 C 14.309 19.718 -25.733  -0.46
17 C 15.031 18.996 -24.598  -0.91
18 H 15.637 18.165 -24.963  -0.03
19 H 15.780 19.672 -24.170  0.47
20 H 14.373 18.686 -23.788  0.31
21 H 13.524 20.353 -25.324  0.24
22 H 15.092 20.276 -26.254  0.35
23 H 13.680 20.240 -28.059  0.26
24 C 7.139 16.772 -28.705  -1.50
25 C 8.189 15.780 -28.243  0.44
26 C 8.563 14.692 -29.254  -0.54
27 O 9.972 14.532 -28.966  -0.31
28 C 10.437 15.631 -28.364  -0.09
29 O 11.552 15.811 -28.010  -0.26
30 O 9.411 16.493 -28.108  -0.27
31 H 6.155 16.321 -28.837  0.40
32 H 7.491 17.265 -29.608  0.35
33 H 7.026 17.527 -27.926  0.36
34 H 7.867 15.327 -27.302  0.26
35 H 8.510 15.044 -30.283  0.32
36 H 8.057 13.753 -29.062  0.28
37 C 12.143 10.499 -29.117  -1.39
38 C 12.561 11.139 -27.804  0.48
39 C 13.970 10.741 -27.316  -0.73
40 O 14.586 11.964 -26.959  -0.28
41 C 13.871 12.984 -27.483  -0.15
42 O 14.206 14.123 -27.410  0.51
43 O 12.712 12.561 -27.990  -0.11
44 H 12.904 9.921 -29.643  0.39
45 H 11.705 11.219 -29.805  0.22
46 H 11.352 9.775 -28.894  0.43
47 H 11.750 10.964 -27.100  0.36
48 H 14.482 10.267 -28.153  0.35
49 H 13.919 10.046 -26.482  0.31
50 C 13.635 11.984 -32.733  -1.49
51 C 14.519 12.814 -31.843  0.52
52 C 15.351 13.870 -32.571  -0.51
53 O 15.420 14.894 -31.563  -0.30
54 C 14.426 14.749 -30.695  0.16
55 O 14.143 15.557 -29.867  -0.57
56 O 13.834 13.537 -30.817  -0.05
57 H 12.915 12.621 -33.257  0.35
58 H 13.003 11.299 -32.167  0.26
59 H 14.228 11.447 -33.470  0.40
60 H 15.209 12.152 -31.307  0.27
61 H 14.840 14.331 -33.415  0.33
62 H 16.349 13.495 -32.762  0.31
63 C 15.609 14.297 -21.480  -1.56
64 C 15.843 15.133 -22.707  0.57
65 C 16.430 14.373 -23.893  -0.60
66 O 15.712 14.915 -25.004  -0.11
67 C 14.642 15.589 -24.562  0.41
68 O 13.869 16.144 -25.287  -0.46
69 O 14.544 15.511 -23.225  -0.40
70 H 16.516 13.831 -21.094  0.39
71 H 14.942 13.468 -21.734  0.36
72 H 15.122 14.868 -20.692  0.36
73 H 16.401 16.031 -22.444  0.28
74 H 16.305 13.293 -23.831  0.30
75 H 17.475 14.625 -24.064  0.30

Values from the calculation:
2S+1: 1
HOMO-LUMO gap: 7.83 eV
LUMO energy: 0.066 eV
charge: 0
total energy: -5646.00284 hartree
energy relative to the best compared isomer or geometry (same formula, charge and spin): 0.0 kcal/mol
largest force on an atom: 1.86 eV Å⁻¹
E_HOMO: -7.76 eV

***

Entry 2:
C38H46F2N7O2 | ωB97M-V/def2-TZVPD

Last column: Mulliken charge in e.
Element x y z (Å)
1 C 0.822 4.977 -1.281  -1.14
2 C -0.636 4.815 -0.826  -0.57
3 C -1.542 4.418 -1.977  -0.10
4 F -2.867 4.728 -1.705  -0.38
5 C -1.468 2.979 -2.357  -0.14
6 C -1.324 2.418 -3.567  -0.64
7 N -1.298 1.055 -3.401  0.38
8 C -1.421 0.725 -2.125  -0.16
9 C -1.428 -0.590 -1.465  -0.83
10 C -0.195 -0.800 -0.554  -0.87
11 C 1.062 -0.080 -1.022  -0.33
12 C 1.678 -0.655 -2.306  -0.90
13 C 2.387 0.383 -3.159  -0.61
14 O 3.735 0.573 -2.718  -0.39
15 C 4.018 1.751 -2.123  0.82
16 C 5.486 2.006 -2.046  -1.20
17 O 3.161 2.489 -1.702  -0.52
18 N -1.527 1.891 -1.507  0.56
19 F -1.705 1.958 -0.187  -0.23
20 H 0.952 4.682 -2.321  0.34
21 H 1.503 4.369 -0.697  0.25
22 H 1.144 6.008 -1.180  0.37
23 H -1.024 5.758 -0.450  0.41
24 H -0.715 4.105 -0.009  0.37
25 H -1.226 4.971 -2.863  0.57
26 H -1.235 2.872 -4.538  0.83
27 H -1.231 0.368 -4.140  0.54
28 H -1.529 -1.377 -2.206  0.08
29 H -2.331 -0.633 -0.856  0.46
30 H 0.002 -1.866 -0.470  0.60
31 H -0.426 -0.441 0.444  0.16
32 H 1.798 -0.162 -0.225  0.68
33 H 0.897 0.992 -1.130  0.05
34 H 2.434 -1.384 -2.020  0.52
35 H 0.950 -1.190 -2.918  0.43
36 H 2.448 0.041 -4.190  0.37
37 H 1.858 1.332 -3.151  0.37
38 H 5.872 2.282 -3.022  0.31
39 H 6.005 1.113 -1.706  0.34
40 H 5.657 2.800 -1.330  0.33
41 N -0.206 -0.702 3.040  -0.27
42 C -1.324 -1.130 3.626  -0.11
43 C -1.350 -1.785 4.848  -0.88
44 C -0.148 -2.011 5.500  0.28
45 C 1.022 -1.572 4.904  -0.44
46 C 0.941 -0.926 3.681  -0.45
47 H -2.246 -0.936 3.088  0.33
48 H -2.290 -2.107 5.275  0.38
49 H -0.114 -2.512 6.457  0.29
50 H 1.979 -1.727 5.383  0.46
51 H 1.838 -0.566 3.189  0.37
52 N 0.843 -1.843 8.780  -0.38
53 C -0.265 -2.261 9.390  -0.07
54 C -0.269 -2.918 10.611  -0.58
55 C 0.944 -3.157 11.234  -0.18
56 C 2.107 -2.727 10.614  -0.41
57 C 2.002 -2.076 9.395  -0.32
58 H -1.197 -2.056 8.872  0.37
59 H -1.201 -3.232 11.059  0.37
60 H 0.984 -3.668 12.187  0.38
61 H 3.076 -2.890 11.065  0.39
62 H 2.889 -1.722 8.881  0.45
63 N -1.973 3.794 -6.439  -0.39
64 C -2.142 3.280 -7.649  -0.36
65 C -3.289 3.455 -8.403  -0.47
66 C -4.299 4.253 -7.886  -0.23
67 C -4.131 4.810 -6.625  -0.72
68 C -2.960 4.537 -5.936  0.19
69 H -1.323 2.672 -8.019  0.43
70 H -3.384 2.987 -9.373  0.47
71 H -5.206 4.427 -8.449  0.41
72 H -4.898 5.425 -6.177  0.41
73 H -2.808 4.927 -4.935  0.24
74 N 4.867 -5.667 6.535  -0.55
75 C 4.585 -5.919 5.259  -0.27
76 C 3.432 -5.478 4.625  -0.47
77 C 2.523 -4.736 5.361  -0.29
78 C 2.800 -4.468 6.692  0.01
79 C 3.983 -4.954 7.228  -0.30
80 H 5.322 -6.504 4.720  0.35
81 H 3.257 -5.711 3.584  0.37
82 H 1.609 -4.375 4.908  0.46
83 H 2.115 -3.896 7.304  0.30
84 H 4.237 -4.765 8.265  0.39
85 N -2.770 -0.504 -5.217  -0.22
86 C -3.039 0.151 -6.349  0.29
87 C -3.708 -0.409 -7.424  -0.55
88 C -4.130 -1.725 -7.320  -0.36
89 C -3.864 -2.419 -6.151  -0.62
90 C -3.184 -1.768 -5.133  -0.23
91 H -2.689 1.175 -6.384  0.07
92 H -3.894 0.173 -8.315  0.39
93 H -4.657 -2.201 -8.136  0.41
94 H -4.175 -3.446 -6.027  0.40
95 H -2.960 -2.282 -4.206  0.33

Values from the calculation:
2S+1: 1
HOMO-LUMO gap: 9.26 eV
LUMO energy: -1.711 eV
charge: +1
total energy: -2208.82878 hartree
largest force on an atom: 0.69 eV Å⁻¹
E_HOMO: -10.97 eV

***

Entry 3:
C12H12NPS | ωB97M-V/def2-TZVPD

Last column: Mulliken charge in e.
Element x y z (Å)
1 S 3.625 1.162 -0.320  -0.34
2 P 1.965 2.132 0.090  0.00
3 N 0.836 0.905 0.073  0.44
4 C 1.039 -0.456 0.070  -0.60
5 C 1.391 -1.155 1.134  -0.28
6 C 1.742 -2.588 1.088  -0.30
7 C 1.511 -3.200 -0.259  -0.46
8 C 1.144 -2.483 -1.296  -0.47
9 C 1.061 -1.018 -1.288  -0.09
10 C -0.796 1.522 0.256  0.63
11 C -1.667 0.867 1.041  -0.44
12 C -3.012 1.135 0.798  -0.45
13 C -3.361 2.276 0.049  -0.42
14 C -2.339 3.124 -0.487  -0.57
15 C -1.122 2.606 -0.514  -0.45
16 H 1.348 -0.466 2.003  0.32
17 H 1.097 -3.148 1.855  0.23
18 H 2.866 -2.898 1.331  0.27
19 H 1.775 -4.269 -0.090  0.29
20 H 1.095 -3.119 -2.241  0.25
21 H 1.877 -0.500 -1.863  0.28
22 H 0.321 -0.659 -2.073  0.30
23 H -1.555 0.049 1.623  0.53
24 H -3.571 0.357 1.309  0.34
25 H -4.386 2.671 -0.193  0.30
26 H -2.551 4.070 -1.068  0.32
27 H -0.331 3.083 -1.028  0.37

Values from the calculation:
2S+1: 1
HOMO-LUMO gap: 8.23 eV
LUMO energy: -0.291 eV
structure (SMILES): S=PN(C1=CCC=CC1)c1ccccc1
charge: 0
total energy: -1258.64674 hartree
energy relative to the best compared isomer or geometry (same formula, charge and spin): 55.7 kcal/mol
largest force on an atom: 6.17 eV Å⁻¹
E_HOMO: -8.52 eV

***

Entry 4:
C6H12O3S2 | ωB97M-V/def2-TZVPD

Last column: Mulliken charge in e.
Element x y z (Å)
1 C -0.078 0.105 -2.133  -1.15
2 C -1.402 -0.346 -2.408  -0.12
3 C -1.237 1.590 -0.060  -1.16
4 C 2.276 -0.811 2.883  -1.20
5 C -1.824 -1.586 -2.221  -0.83
6 C 0.907 -0.515 0.415  -0.76
7 O 1.294 1.836 -0.786  -0.72
8 O 1.020 1.501 2.196  -0.60
9 O -0.283 -0.372 2.834  -0.63
10 S 0.320 0.830 -0.531  1.35
11 S 0.902 0.107 2.132  1.15
12 H 0.149 1.010 -2.839  0.32
13 H 0.708 -0.590 -2.199  0.62
14 H -2.130 0.249 -2.873  0.51
15 H -1.119 2.583 -0.376  0.43
16 H -1.364 1.537 0.991  0.40
17 H -2.124 1.134 -0.489  0.39
18 H 2.274 -0.599 3.889  0.44
19 H 2.145 -1.836 2.796  0.37
20 H 3.276 -0.578 2.607  0.38
21 H -2.839 -1.696 -2.344  0.33
22 H -1.053 -2.181 -1.801  0.29
23 H 0.180 -1.372 0.315  0.21

Values from the calculation:
2S+1: 1
HOMO-LUMO gap: 9.40 eV
LUMO energy: 0.481 eV
charge: 0
total energy: -1257.72022 hartree
energy relative to the best compared isomer or geometry (same formula, charge and spin): 72.7 kcal/mol
largest force on an atom: 4.52 eV Å⁻¹
E_HOMO: -8.92 eV

***

Entry 5:
C3H5Cl | ωB97M-V/def2-TZVPD

Last column: Mulliken charge in e.
Element x y z (Å)
1 C 1.214 -0.030 -0.035  -0.86
2 C -0.215 -0.484 -0.217  0.06
3 C -1.234 0.344 0.223  -0.33
4 Cl -2.918 -0.032 -0.088  -0.20
5 H 1.695 -0.640 0.686  0.27
6 H 1.837 -0.011 -1.020  0.25
7 H 1.151 0.996 0.452  0.24
8 H -0.494 -1.485 -0.671  0.28
9 H -1.037 1.342 0.670  0.28

Values from the calculation:
2S+1: 1
HOMO-LUMO gap: 10.40 eV
LUMO energy: 1.181 eV
structure (SMILES): C/C=C/Cl
charge: 0
total energy: -577.46198 hartree
energy relative to the best compared isomer or geometry (same formula, charge and spin): 7.0 kcal/mol
largest force on an atom: 2.72 eV Å⁻¹
E_HOMO: -9.22 eV

***

Entry 6:
C4H8N2O | ωB97M-V/def2-TZVPD

Last column: Mulliken charge in e.
Element x y z (Å)
1 C 1.558 0.490 0.157  -0.27
2 C -0.307 -1.733 0.469  -1.28
3 N 1.157 -0.302 -0.790  0.04
4 C 0.026 -1.270 -0.785  0.72
5 C -1.217 1.334 0.727  -0.37
6 N -1.051 1.943 -0.359  -0.58
7 O -0.550 -1.323 -1.869  -0.67
8 H 1.332 -0.024 -1.757  0.31
9 H -1.189 1.346 -1.178  0.33
10 H 2.138 1.368 -0.086  0.28
11 H 1.478 0.186 1.189  0.29
12 H -1.124 1.888 1.659  0.34
13 H -1.088 -2.468 0.556  0.31
14 H 0.380 -1.687 1.294  0.21
15 H -1.543 0.253 0.774  0.33

Values from the calculation:
2S+1: 1
HOMO-LUMO gap (alpha / beta): 6.47 / 6.47 eV
LUMO energy (alpha / beta): -1.045 / -1.046 eV
charge: 0
total energy: -341.83832 hartree
energy relative to the best compared isomer or geometry (same formula, charge and spin): 103.7 kcal/mol
largest force on an atom: 2.66 eV Å⁻¹
E_HOMO (alpha / beta): -7.51 / -7.51 eV